Formula: C3H6InO3
Source: the Open Molecules 2025 dataset
Level of theory: the ωB97M-V functional and the def2-TZVPD basis

Its multiplicity is 2. The value obtained for the LUMO energy (spin up / spin down) is -24.15 / -22.99 eV. Its HOMO-LUMO gap (spin up / spin down) is 5.97 / 6.79 eV. The charge is +4.

Cartesian coordinates (Å):
In: 1.5404 -2.5023 -3.7999
C: -0.9222 -0.7235 1.8845
O: -0.2711 -1.3624 0.8060
C: 0.2163 -0.6894 -0.2567
O: 0.6369 -1.2346 -1.2749
O: 0.0132 0.6204 -0.0283
C: 0.4640 1.6487 -0.8875
H: -0.2500 -0.4923 2.7108
H: -1.6472 -1.4082 2.3247
H: -1.5098 0.1852 1.7540
H: 1.4892 1.4826 -1.2183
H: 0.4473 2.5711 -0.3069
H: -0.2071 1.9047 -1.7074

Atoms 1-3, force components in eV/Å:
In 0.29 -0.67 -0.68
C -2.06 -0.52 -2.62
O -0.47 0.18 1.75

***

Formula: C2Cl2S
Source: the Open Molecules 2025 dataset
Level of theory: the ωB97M-V functional and the def2-TZVPD basis

The value obtained for the energy above the lowest of the compared OMol25 structures with the same formula, charge and spin is 113.35 kJ/mol. Its multiplicity is 1. The value obtained for the LUMO energy is -1.13 eV. Its HOMO-LUMO gap is 7.60 eV.

Cartesian coordinates (Å):
C: 0.0278 -0.4580 0.3248
C: 0.3748 0.5778 -0.2703
S: 1.1265 1.8324 -0.8420
Cl: -0.3680 -0.8492 1.7214
Cl: -1.1610 -1.1030 -0.9339

Atoms 1-3, force components in eV/Å:
C -2.05 -1.70 -6.25
C 3.81 5.23 -1.69
S -0.69 -0.66 0.04

***

Formula: C5H5CoFO4
Source: the Open Molecules 2025 dataset
Level of theory: the ωB97M-V functional and the def2-TZVPD basis

The value obtained for the energy above the lowest of the compared OMol25 structures with the same formula, charge and spin is 0.00 kJ/mol. Its multiplicity is 6. The value obtained for the LUMO energy (spin up / spin down) is -8.35 / -13.44 eV. Its HOMO-LUMO gap (spin up / spin down) is 10.23 / 6.75 eV. The charge is +2.

Cartesian coordinates (Å):
C: 1.3666 -0.4678 0.3947
C: 0.9085 -0.5241 1.8601
O: 2.0686 -0.1447 2.5970
C: 2.9983 0.3504 1.7771
O: 2.6064 0.2634 0.5019
O: 4.0405 0.8164 2.1393
O: 0.5739 0.0499 -0.4829
F: 1.7710 -1.7528 0.0104
H: 0.5952 -1.5290 2.1581
Co: -0.8781 -0.1132 -1.3320
H: 0.1024 0.2010 2.0382
C: -3.2901 1.0401 -2.2654
C: -2.9074 -0.2080 -2.0589
H: -3.2829 1.8063 -1.4809
H: -3.5897 1.3667 -3.2735
H: -3.0830 -1.1550 -2.5831

Atoms 1-3, force components in eV/Å:
C 0.71 -2.84 1.29
C -0.84 0.19 -0.58
O 2.12 0.86 0.49

***

Formula: C3H7NO3
Source: the Open Molecules 2025 dataset
Level of theory: the ωB97M-V functional and the def2-TZVPD basis

The value obtained for the energy above the lowest of the compared OMol25 structures with the same formula, charge and spin is 229.40 kJ/mol. Its multiplicity is 1. The value obtained for the LUMO energy is 0.65 eV. The SMILES is [H]/N=C(\OC)C(O)O. Its HOMO-LUMO gap is 11.19 eV.

Cartesian coordinates (Å):
H: 0.7698 -1.6051 1.4054
N: 1.2528 -0.9403 0.7877
C: 0.4305 0.0270 0.5490
O: -0.8268 0.0090 1.0254
C: -1.6806 -0.9333 0.3694
C: 0.8104 1.2555 -0.2963
O: -0.1761 1.5771 -1.2492
O: 2.0198 1.0182 -0.9938
H: -2.3348 -0.3942 -0.3216
H: -1.1219 -1.6961 -0.1844
H: -2.2956 -1.4267 1.1263
H: 0.9548 2.1052 0.3770
H: -0.1233 0.8661 -1.9068
H: 2.3213 0.1376 -0.6882

Atoms 1-3, force components in eV/Å:
H 0.33 0.06 -0.28
N -1.00 1.67 -0.46
C 1.41 -1.59 0.23

***

Formula: H20O10
Source: the Open Molecules 2025 dataset
Level of theory: the ωB97M-V functional and the def2-TZVPD basis

The value obtained for the energy above the lowest of the compared OMol25 structures with the same formula, charge and spin is 438.63 kJ/mol. Its multiplicity is 1. The value obtained for the LUMO energy is -0.04 eV. The SMILES is O.O.O.O.O.O.O.O.O.O. Its HOMO-LUMO gap is 9.74 eV.

Cartesian coordinates (Å):
O: 0.4472 -1.1513 -1.1148
H: -0.0848 -1.1740 -0.3114
H: 1.3551 -1.1115 -0.7938
O: -3.3119 2.3587 0.4388
H: -2.9914 1.7999 1.1557
H: -4.0000 1.8302 0.0191
O: -1.2703 -1.9220 2.2410
H: -0.7679 -2.3468 2.9454
H: -1.8412 -1.2982 2.7035
O: 0.1939 -0.3186 -4.8184
H: 0.2275 0.6446 -4.8299
H: -0.5311 -0.5351 -5.4155
O: 0.3079 -0.1253 4.4990
H: 0.5928 0.3153 3.6905
H: 1.0579 -0.0269 5.0964
O: 1.8553 1.8732 0.6006
H: 0.9053 1.7172 0.5543
H: 1.9288 2.8055 0.8337
O: -2.8580 1.2019 -2.7460
H: -2.8237 0.2523 -2.5845
H: -3.7252 1.3412 -3.1429
O: -2.3205 -5.0697 0.5740
H: -2.4000 -4.1431 0.3209
H: -1.7635 -5.0511 1.3604
O: 2.5263 1.3846 -1.3350
H: 1.6618 1.0547 -1.6048
H: 2.9836 1.5517 -2.1669
O: 4.7381 1.1974 0.9577
H: 5.6451 1.4797 1.1207
H: 4.2627 1.4657 1.7521

Atoms 1-3, force components in eV/Å:
O -0.04 0.17 0.17
H 0.00 -0.09 0.03
H 0.09 -0.01 -0.06

***

Formula: C8H11N
Source: the Open Molecules 2025 dataset
Level of theory: the ωB97M-V functional and the def2-TZVPD basis

The value obtained for the energy above the lowest of the compared OMol25 structures with the same formula, charge and spin is 15.92 kJ/mol. Its multiplicity is 1. The value obtained for the LUMO energy is 1.04 eV. The SMILES is C=C1[C@H]2CC=C[C@@H]1NC2. Its HOMO-LUMO gap is 9.53 eV.

Cartesian coordinates (Å):
C: -2.2175 -0.9407 -0.4575
C: -1.1534 -0.2656 -0.1900
C: -0.3206 -0.2056 1.0510
C: 0.9611 -1.0646 0.8143
C: 1.5946 -0.7950 -0.5300
C: 1.0249 -0.0045 -1.4536
C: -0.3437 0.6656 -1.1162
N: -0.1761 1.8363 -0.2267
C: 0.0553 1.3296 1.1133
H: -2.7250 -1.0078 -1.4228
H: -2.7325 -1.4890 0.3157
H: -0.8148 -0.5083 1.9713
H: 1.7137 -0.9536 1.6055
H: 0.7560 -2.1352 0.8442
H: 2.5811 -1.2538 -0.6625
H: 1.5699 0.1451 -2.3815
H: -0.8272 0.9737 -2.0417
H: 0.5859 2.4461 -0.5766
H: 1.0985 1.4109 1.5215
H: -0.6302 1.8166 1.8223

Atoms 1-3, force components in eV/Å:
C -2.24 -1.20 -0.48
C 2.53 1.49 -0.72
C 0.82 0.59 0.34

***

E_tot (computed, hartree): -531.3939; -1394.6623; -1976.1984; -398.9503; -764.3149; -366.1320
Molecular weight (computed, g/mol): 204.9; 127.0; 207.0; 105.1; 180.1; 121.2